Record 1
# C32H54Br3Cl3F3N2O13S

A molecular structure, C32H54Br3Cl3F3N2O13S at a distorted geometry (wB97M-V/def2-TZVPD, OMol25).

```
111
Properties=species:S:1:pos:R:3:forces:R:3:mulliken_charge:R:1
C 2.5427 -0.0246 -2.6876 0.175 -0.478 -1.343 0.0221
H -4.7335 3.7374 -0.5844 -0.078 0.012 0.083 0.3098
H 5.7302 1.4322 -5.7525 0.123 0.068 -0.111 0.3704
C -0.8753 1.3450 -0.3951 -0.377 0.942 0.296 0.4390
H 6.2459 2.7432 -3.0371 0.009 -0.088 0.010 0.2823
F 1.5129 0.7872 -2.9513 0.524 -0.039 0.416 -0.2036
F 3.7071 0.6561 -2.7825 -1.082 -0.528 0.351 -0.1817
Br 0.5279 3.7404 -0.6329 0.267 0.133 0.010 -0.0748
H -6.3399 -0.6868 1.8728 0.006 -0.078 0.077 0.2917
H 5.5753 3.5670 -4.4376 -0.045 -0.038 -0.080 0.3740
C 1.6141 1.1381 -0.1999 -0.100 0.808 0.241 -1.1848
C -4.6632 2.2969 1.7055 0.028 -0.100 -0.025 0.6108
H 0.2751 -1.8586 3.6723 0.200 -0.268 -0.127 0.4715
O -3.7156 2.5706 0.8058 0.164 0.037 -0.094 -0.1857
Br 3.2743 2.1360 -0.2556 -0.252 -0.450 0.110 0.0256
C -5.3378 0.6534 3.2281 -0.312 -0.198 0.302 0.0941
H -2.9777 3.9524 -0.4736 0.047 -0.030 0.004 0.1460
Cl 4.5990 -1.0069 0.6735 0.021 0.199 0.022 -0.0061
C -2.6858 -6.0290 -7.8528 -0.300 -0.285 -0.177 -0.1806
H -1.2814 -1.3085 4.1581 -0.050 0.144 0.169 0.6449
C 10.8567 2.4859 -4.2327 0.200 0.033 0.011 -0.6308
C 5.6647 2.5966 -3.9480 0.257 0.301 0.067 -0.7466
H 3.9831 -3.0761 2.4648 0.139 0.068 0.213 0.4228
O -5.7049 5.5602 5.6784 -0.091 0.002 -0.059 -0.3593
H 6.4760 0.6353 -4.3735 0.116 0.036 0.057 0.3152
H 0.6062 -3.3217 1.4139 -0.426 0.084 -0.345 0.6858
C -0.9884 -0.9171 2.1171 -0.477 -0.476 0.210 -1.6006
O 7.5947 2.0855 -5.3464 -0.044 -0.041 -0.087 -0.3552
H -4.0993 5.4971 9.5097 -0.091 0.119 -0.083 0.3019
H -0.2433 -4.1966 -4.1523 -0.086 -0.003 0.046 0.2803
C 2.5034 -0.8840 -1.3798 -0.307 -0.953 -1.061 -1.2786
H -0.7961 0.1288 2.3127 0.501 0.032 0.091 0.5879
H -7.2430 -0.3302 3.3563 0.020 -0.012 0.029 0.4082
H 10.7428 3.2041 -3.4228 -0.036 -0.059 0.058 0.2933
H -4.2621 -4.6664 -8.3878 -0.006 -0.060 -0.094 0.2958
H 2.6217 -4.2025 2.8195 0.018 0.125 0.358 0.4854
C 6.3376 1.5984 -4.8648 -0.404 -0.101 0.066 -0.2776
C -3.9926 4.8682 8.6288 0.221 -0.117 0.314 -0.1705
H -4.8167 -0.1212 3.7873 0.150 0.008 -0.087 0.2907
H -2.5097 -6.8896 -7.2094 0.044 0.087 0.124 0.3100
H -1.9792 4.2879 9.1115 -0.014 0.016 0.031 0.3564
N 0.8456 -1.5463 0.2509 -0.962 -0.735 0.360 0.9887
C -6.5911 0.0928 2.5933 0.030 0.103 -0.246 -1.2100
H -1.1796 -0.8104 0.0473 0.635 0.182 -0.251 1.0480
O -2.1205 -5.3138 -5.3227 -0.076 -0.070 0.173 -0.5693
Br 4.4206 -5.4403 1.7180 0.178 0.197 0.098 -0.1388
O -4.8393 3.6138 6.4188 0.065 -0.196 -0.054 -0.5752
H -4.3885 -5.2945 -6.7481 0.009 -0.080 0.026 0.3036
O -4.3948 1.1049 2.2329 0.166 -0.105 0.064 -0.2346
C -5.0642 4.7903 6.5514 -0.016 0.140 0.050 0.7820
H -1.5755 2.1571 -0.5316 -0.058 0.121 -0.087 0.1529
C 2.6113 -3.4804 0.8123 -0.174 -0.457 0.024 -1.5278
H 11.0484 1.4945 -3.8301 -0.072 -0.010 0.052 0.2978
H -1.8835 -3.5556 2.0024 0.082 0.261 -0.044 0.1740
H 2.2472 -4.4149 0.4041 -0.219 -0.057 -0.219 0.8582
C -0.5148 -3.3321 -4.7594 0.142 0.037 -0.087 -0.6215
O 1.8638 -2.1302 -1.7456 0.076 0.517 1.608 -0.3598
H 0.8846 -4.1105 -1.6835 0.264 -0.169 0.040 0.2913
H -7.1410 0.8687 2.0626 -0.017 0.038 0.072 0.3069
O -0.7329 -3.7212 -6.1085 0.105 0.012 0.009 -0.3374
O 9.6901 2.4866 -5.0609 0.088 0.025 -0.034 -0.3447
C 2.8452 0.0689 2.3270 0.051 -0.157 -0.817 0.4092
C 3.3474 -3.8647 2.0903 -0.198 -0.359 -0.570 -0.8743
C -3.8893 3.8059 0.0987 0.052 0.089 -0.138 -0.6525
H -1.0700 -2.3582 0.6108 0.623 -0.540 -0.052 0.7881
H -2.0780 -0.9115 2.0403 -0.207 0.017 -0.297 0.8169
H 3.5292 -1.2049 -1.3014 0.316 0.398 0.350 0.8415
C 8.6064 1.9773 -4.4875 0.033 0.050 -0.111 0.7579
H -4.0239 4.6416 0.7804 -0.077 -0.056 0.073 0.3073
H 4.6749 2.2507 -3.6724 0.021 0.132 -0.115 0.0502
S -1.5016 -3.4528 3.2818 0.108 -0.442 0.234 -0.2106
F 2.5688 -0.9255 -3.7147 0.075 0.578 0.618 -0.2645
H -0.6414 -3.7400 -1.2930 -0.192 -0.077 0.110 0.3700
C -0.5889 -1.3942 0.7306 -1.323 0.582 0.589 -1.5239
H -2.4090 4.0511 7.4122 -0.037 -0.061 0.037 0.2834
H -5.5624 1.4645 3.9193 0.043 0.102 -0.090 0.0899
C -2.5305 4.7099 8.2716 0.017 0.019 -0.241 -1.0723
H -6.6614 3.9797 4.7114 0.065 -0.054 0.029 0.2682
H -2.0956 5.6760 8.0139 0.008 0.029 0.102 0.2962
H 3.2781 -3.0898 0.0624 0.185 0.301 -0.011 0.4608
N 0.3187 -3.6110 -1.0106 -0.167 0.456 0.225 -0.2127
O -1.7602 -4.9753 -7.5270 0.054 -0.022 -0.112 -0.3846
H -1.0636 0.6466 -1.1952 0.170 -0.118 -0.052 -0.0635
H -5.2248 4.6340 3.8865 0.008 -0.100 0.026 0.2153
C 1.6329 0.7172 2.8906 -0.101 0.332 0.300 -1.2864
H -6.7301 5.5648 3.9240 0.026 0.116 0.094 0.2811
C -4.1197 -5.5543 -7.7714 0.023 0.223 0.155 -1.0810
C 0.6811 -2.2430 -1.0842 0.074 -0.735 -2.839 0.4333
H -2.4407 -6.3201 -8.8713 0.136 0.128 -0.017 0.2953
H 0.3035 -2.6180 -4.7611 0.005 0.023 -0.163 0.3545
Cl -0.5366 -1.4267 -2.2473 -0.001 0.201 0.836 -0.2049
H -4.4580 3.9082 8.8472 -0.035 -0.026 -0.135 0.2999
H 11.6841 2.7855 -4.8679 -0.072 0.032 -0.094 0.2253
O -5.5884 3.0048 1.9850 -0.142 0.169 -0.022 -0.5881
C -1.5979 -4.7341 -6.2386 0.023 0.010 -0.126 0.7028
H 1.5944 -2.1621 2.1528 0.097 0.608 -0.147 0.3987
C 1.8814 -0.3979 -0.0026 2.098 1.065 -0.826 2.4797
O 8.5494 1.4972 -3.3857 -0.013 -0.069 0.188 -0.5633
C -6.0988 4.8811 4.4828 -0.093 0.049 -0.198 -0.5213
Cl 4.1166 0.0173 3.4806 0.169 -0.151 -0.031 -0.1260
O -4.7199 5.5416 7.5912 -0.028 0.048 0.073 -0.3885
H -4.7956 -6.3352 -8.1171 0.015 -0.021 -0.026 0.3569
H -1.1285 0.9473 0.5779 -0.133 0.008 -0.012 -0.4460
C -0.7558 -1.7970 3.3446 -0.206 0.404 -0.004 -1.4636
C 3.0236 -0.4030 1.0727 -0.442 -0.361 1.189 -0.4013
C 0.5231 1.8845 -0.3709 -0.606 -0.941 -0.159 0.4418
H -1.4094 -2.8609 -4.3621 -0.090 -0.082 0.046 0.2777
H 1.9490 1.4750 3.5983 0.113 0.177 0.064 0.6992
C 1.4026 -2.6260 1.1961 0.665 -0.345 0.745 -1.0420
H 0.9983 1.2125 2.1699 -0.003 -0.072 -0.305 0.0479
H 1.0396 0.0206 3.4717 -0.002 -0.168 0.077 0.1587
```
Forces are in eV/Å.

The molar mass is 1109.92 g/mol. Its maximum force is 2.933 eV/Å. Its LUMO energy is -2.7 eV. Its net charge is +1.

Record 2
# C32H54F6N8O6PSn

A molecular structure, C32H54F6N8O6PSn (wB97M-V/def2-TZVPD, OMol25).

```
108
Properties=species:S:1:pos:R:3:forces:R:3:mulliken_charge:R:1
C 4.8216 2.4683 0.5643 0.059 -0.008 -0.033 -0.9888
H 5.7511 1.9905 0.2524 -0.003 -0.006 0.026 0.4323
H 4.7919 2.4870 1.6570 -0.021 0.020 -0.003 0.3574
N 0.1781 2.9227 -1.1706 0.128 0.041 0.095 0.6119
C -3.0812 -3.9921 -0.8321 -0.063 -0.042 -0.019 0.7064
C 0.2733 -2.2713 -4.0289 -0.031 -0.048 0.007 -0.7031
H 4.0063 -2.6653 -0.6998 0.001 -0.004 -0.013 0.3525
H 2.7319 -4.3864 0.6982 0.004 0.006 0.004 0.2949
H 3.7879 1.3968 -1.0005 -0.020 0.027 -0.014 0.1946
O -0.1772 0.0731 2.8641 0.116 -0.126 0.176 -0.4276
H -1.0981 1.2865 -1.4589 -0.031 0.030 -0.021 -0.5776
N 1.3335 -1.7219 3.3322 -0.048 -0.028 0.007 1.4621
H 3.2687 0.9042 0.6072 0.010 0.025 0.016 -1.4339
H 1.3611 -3.7726 1.6649 -0.020 -0.009 0.018 0.1530
H 2.4255 -2.2662 -1.4160 0.000 -0.004 0.015 0.1131
C 1.9238 -3.6326 0.7445 -0.017 0.003 -0.031 -1.1904
H -0.5856 2.4004 3.6338 0.007 -0.008 0.019 -0.2015
C -1.4148 -3.4924 2.7148 0.333 0.046 0.328 0.1559
H 1.6892 -0.0330 2.1646 -0.024 -0.047 -0.016 -0.9686
C -1.1046 2.3671 -1.5930 0.035 -0.066 -0.010 0.0920
F -1.4400 -4.9157 -2.2838 -0.099 0.033 -0.012 -0.2968
F -3.4778 -5.5227 -2.6887 0.028 0.065 0.034 -0.3019
O -3.5699 1.9756 0.8990 -0.036 -0.153 -0.023 -0.6711
H -0.1354 -3.2157 -4.3611 0.003 0.012 0.004 0.6342
H 2.7743 4.8367 -0.5831 0.014 -0.038 0.018 0.1887
H 1.5769 0.2771 3.9256 0.041 0.033 -0.030 0.1677
H -5.0394 0.2246 -2.4289 -0.006 -0.009 -0.013 0.4630
N 2.5545 2.8019 0.0322 0.208 0.124 -0.016 0.6290
H 1.4322 4.2527 -2.2013 -0.026 0.000 -0.013 0.2799
O -1.8756 -2.3065 2.5144 -0.113 -0.047 -0.005 -0.7170
H 0.9582 -3.1380 4.8295 0.019 -0.022 -0.019 0.3728
C -2.8517 -5.1518 0.1444 0.029 0.035 0.006 -2.3565
C 3.0997 -2.0414 -0.5898 0.002 0.021 0.013 -0.6713
C 3.3022 -1.9384 1.7745 0.013 -0.022 -0.008 -1.0470
H 1.6166 4.3818 2.9752 0.040 -0.028 -0.004 0.3563
C 1.2340 0.1046 -3.1059 -0.057 -0.082 0.056 -0.4764
H 1.4447 -1.5302 5.4440 -0.019 -0.002 0.011 0.3722
H -5.6961 0.9729 -0.1776 -0.030 -0.020 0.035 0.4809
H 2.9311 4.5663 1.1438 0.027 0.007 0.017 0.1314
H 1.6528 2.6244 2.7910 -0.033 -0.013 0.021 0.2012
H -1.0089 5.3560 3.0012 -0.020 0.004 0.006 0.2991
H -1.9541 2.7691 -1.0243 0.032 0.001 0.007 0.3840
N 1.8010 -2.3820 -7.1877 0.002 0.018 0.047 -0.5334
H -0.9822 -3.9856 1.8261 -0.010 -0.033 -0.118 0.2454
C -1.2299 4.2952 2.8488 0.030 -0.032 -0.025 -0.8322
N 2.4288 -2.2766 0.6717 -0.001 0.000 -0.027 1.3767
F -5.4062 -4.6928 -0.9330 0.029 0.029 0.001 -0.3141
H -1.5477 2.9841 1.1907 0.023 0.016 -0.037 -0.1233
C -0.0498 -1.7621 -2.7781 0.021 0.052 0.099 -0.0687
H -0.7200 -2.3005 -2.1117 0.015 -0.005 -0.040 -0.1157
H -2.5572 0.0141 -2.7288 0.019 0.009 0.000 0.1905
F -2.8184 -3.5214 -3.1875 -0.004 -0.102 0.062 -0.2453
H -0.1913 -1.8425 4.7787 -0.005 0.005 -0.001 0.3468
C 2.7055 -2.1659 3.1589 -0.010 0.000 0.013 -1.3000
O -1.3843 -4.0804 3.7861 -0.119 0.023 -0.152 -0.7353
N 0.4234 -0.6039 -2.3212 -0.012 0.097 -0.105 0.9354
C -0.2239 3.4287 3.6036 -0.004 0.007 0.005 -0.3132
H -0.5501 2.1959 -3.6709 -0.010 0.024 0.011 0.2482
O -3.1593 -0.1724 1.3734 -0.121 0.097 -0.247 -0.7377
H -1.2746 4.6595 0.6881 0.002 -0.008 0.004 0.1304
H 2.2830 0.2838 -4.9796 -0.007 0.000 0.010 0.5314
C 3.5855 1.7649 0.0163 -0.084 0.059 -0.040 1.2047
C -4.2697 0.5208 -1.7042 0.052 -0.021 0.004 -0.8271
C 1.0089 3.5074 2.7062 -0.029 0.087 -0.096 -0.6039
H 2.7214 -3.2328 3.3927 -0.001 -0.001 -0.004 0.5738
H 1.5736 1.0543 -2.7023 0.007 -0.011 0.013 0.3022
N 0.4901 3.6583 1.3335 0.064 0.069 0.069 0.0480
C -4.8140 0.3414 -0.2927 -0.077 -0.053 0.001 -0.1391
H 1.2457 -3.8080 -0.0938 0.014 0.004 0.020 0.2867
H -2.2644 4.1005 3.1295 0.002 0.036 0.028 0.3988
C 0.8693 -2.0658 4.6679 -0.036 -0.012 -0.046 -1.5489
C 1.5033 -2.0079 -6.1426 -0.035 0.011 0.041 -0.1767
Sn -1.4824 -1.2369 0.6876 0.141 -0.130 0.028 1.9776
C 4.6502 3.8786 0.0001 0.040 -0.008 0.028 -0.7024
O -2.3232 -2.8878 -0.5986 -0.090 0.037 0.055 0.2476
H -4.0588 1.5814 -1.8600 0.002 0.016 -0.003 0.2902
H -0.0243 3.7694 4.6212 -0.011 -0.013 0.001 0.5145
H 3.5958 -0.8924 1.6570 0.003 0.003 0.007 0.1024
C 0.4071 4.2108 -1.8202 -0.052 -0.064 -0.061 -0.7674
C -4.5891 -3.6303 -0.7725 0.057 0.099 0.010 0.4537
C 1.1283 -1.5303 -4.8328 0.050 -0.021 -0.103 0.2968
C -1.1870 2.8257 -3.0429 -0.012 0.020 0.025 -0.4790
H -0.7201 -0.2580 3.5921 -0.088 -0.049 -0.131 0.3232
F -4.9453 -2.7278 -1.7132 0.010 -0.079 0.075 -0.2817
N -3.0162 -0.2130 -1.8555 0.033 0.069 -0.019 -0.1345
H 3.3933 -0.9930 -0.6703 -0.015 -0.045 -0.002 -0.1360
C 3.1536 4.1358 0.1636 -0.040 -0.022 -0.028 -0.3464
H -2.2030 2.7937 -3.4410 0.015 0.003 -0.009 0.3900
F -4.8769 -3.0896 0.4195 -0.004 -0.073 -0.106 -0.2680
H -1.4340 4.9489 -2.7128 -0.005 -0.007 0.013 0.3112
H -1.7813 -5.3388 0.2058 -0.033 -0.023 -0.009 0.4420
C -3.7737 0.7801 0.7266 0.083 0.158 0.147 0.1324
P 0.9320 2.3858 0.2463 -0.252 -0.105 -0.036 -0.0137
C 1.6205 -0.3144 -4.3689 0.048 0.022 -0.017 -0.8726
H -0.1891 4.5893 -3.9040 -0.008 0.018 -0.001 0.4060
H -3.3651 -6.0606 -0.1690 -0.001 0.004 -0.002 0.4431
H 4.9165 3.8741 -1.0608 -0.007 0.021 0.005 0.3148
C -2.7233 -4.4915 -2.2564 0.042 0.051 -0.040 0.5565
H -5.0900 -0.6982 -0.1189 0.008 0.039 -0.012 -0.0625
C -0.6298 4.2550 -2.9641 0.018 -0.016 -0.005 -0.9827
H -3.1479 -1.2165 -1.8295 -0.079 -0.116 0.013 -0.1677
C -0.9706 3.8898 1.4032 0.030 -0.025 0.018 -0.2617
H 0.2784 5.0524 -1.1294 -0.004 0.008 -0.004 0.3891
H 4.2448 -2.5208 1.7376 0.005 -0.022 0.001 0.4914
H -3.2111 -4.8605 1.1291 0.019 -0.007 0.024 0.4537
H 5.2605 4.6329 0.4979 0.005 -0.018 0.012 0.3938
C 1.1674 -0.3109 3.0787 -0.051 0.204 -0.017 0.1173
H 3.3867 -1.6862 3.8877 -0.001 0.005 0.014 0.3683
```
Forces are in eV/Å.

The molar mass is 910.51 g/mol. Its maximum force is 0.470 eV/Å. Its LUMO energy is 2.0 eV. The energy above the lowest of the compared OMol25 structures with the same formula, charge and spin is 45.7 kcal/mol. Its net charge is -1.